Entry 1:
ORCA calculation (ωB97M-V/def2-TZVPD) on a 3-piece molecular cluster, C12H30O6 overall in a non-equilibrium geometry.

Geometry as XYZ:
```
48
Properties=species:S:1:pos:R:3
C 1.991 -4.866 1.518
O 1.006 -4.147 2.203
C 0.987 -2.787 2.051
C -0.440 -2.319 2.519
O -1.598 -2.709 1.791
C -1.394 -2.912 0.391
H 2.961 -4.454 1.797
H 1.987 -4.664 0.447
H 1.987 -5.946 1.669
H 1.295 -2.598 1.023
H 1.649 -2.400 2.826
H -0.343 -1.264 2.263
H -0.625 -2.449 3.585
H -1.268 -2.025 -0.230
H -2.367 -3.276 0.059
H -0.582 -3.588 0.123
C -6.709 0.525 0.927
O -5.767 1.369 0.253
C -5.960 2.751 0.393
C -4.800 3.652 -0.027
O -4.709 3.633 -1.438
C -3.934 2.492 -1.850
H -6.215 -0.436 1.065
H -7.651 0.418 0.388
H -6.969 0.865 1.929
H -6.292 2.878 1.423
H -6.875 3.111 -0.077
H -3.896 3.364 0.510
H -4.957 4.711 0.175
H -2.881 2.737 -1.708
H -4.146 2.480 -2.919
H -4.166 1.511 -1.435
C 3.142 2.563 -0.395
O 3.925 1.372 -0.297
C 5.175 1.531 -0.853
C 6.017 0.256 -0.836
O 5.598 -0.785 -1.732
C 5.958 -0.404 -3.058
H 2.188 2.368 0.095
H 2.907 2.794 -1.435
H 3.569 3.460 0.052
H 5.715 2.100 -0.097
H 5.367 2.005 -1.816
H 6.223 -0.222 0.122
H 7.050 0.492 -1.091
H 7.014 -0.316 -3.314
H 5.278 0.383 -3.383
H 5.552 -1.255 -3.606
```

- relative energy (zero: lowest compared OMol25 entry of this formula, charge and spin) (kcal per mole) = 81.61
- Kohn-Sham gap (eV) = 9.922
- max |F| (eV/A) = 3.3



Entry 2:
ORCA calculation (ωB97M-V/def2-TZVPD) on a 6-piece molecular cluster, C12H30O6 overall in a non-equilibrium geometry.

Geometry as XYZ:
```
48
Properties=species:S:1:pos:R:3
C 0.863 5.056 3.455
C 2.261 5.485 3.639
O 2.754 5.681 4.738
C 2.952 5.966 2.371
H 0.994 4.428 2.574
H 0.245 5.900 3.150
H 0.423 4.570 4.326
H 2.291 6.462 1.660
H 3.534 5.136 1.970
H 3.618 6.718 2.794
C -4.212 -2.202 5.496
C -3.448 -2.121 4.225
O -3.015 -3.120 3.684
C -3.398 -0.801 3.595
H -5.193 -1.776 5.287
H -3.636 -1.623 6.219
H -4.371 -3.241 5.785
H -2.446 -0.672 3.080
H -3.532 -0.033 4.358
H -4.128 -0.832 2.787
C 1.141 1.126 -0.875
C 2.178 -0.019 -0.712
O 3.360 0.214 -0.511
C 1.700 -1.479 -1.037
H 0.770 1.223 -1.896
H 1.503 2.126 -0.636
H 0.250 0.906 -0.288
H 1.449 -1.553 -2.095
H 0.857 -1.781 -0.415
H 2.477 -2.151 -0.672
C -2.885 -2.799 -4.026
O -3.499 -3.106 -5.254
H -2.751 -1.735 -3.828
H -3.408 -3.225 -3.171
H -1.856 -3.146 -3.933
H -2.914 -3.522 -5.891
C -1.079 3.486 -4.921
O -0.703 4.696 -5.610
H -1.594 3.881 -4.046
H -1.768 2.848 -5.476
H -0.086 3.117 -4.668
H 0.028 5.148 -5.184
C 4.319 -7.065 -1.472
O 3.170 -7.138 -2.313
H 4.372 -7.781 -0.652
H 5.143 -7.127 -2.183
H 4.415 -6.089 -0.995
H 2.855 -8.037 -2.434
```

- relative energy (zero: lowest compared OMol25 entry of this formula, charge and spin) (kcal per mole) = 23.16
- Kohn-Sham gap (eV) = 9.822
- max |F| (eV/A) = 2.6



Entry 3:
ORCA calculation (ωB97M-V/def2-TZVPD) on a 3-piece molecular cluster, C12H31ClN3O4S overall.

Geometry as XYZ:
```
52
Properties=species:S:1:pos:R:3
S -5.361 1.130 -0.071
N -6.764 0.852 -0.883
Cl -7.917 2.236 -0.616
H -4.610 1.917 -0.893
C -3.932 -1.060 2.481
O -2.762 -0.479 1.942
C -1.636 -0.455 2.793
C -0.543 -1.309 2.201
N -0.896 -2.720 2.217
C -0.022 -3.566 1.418
C 0.033 -3.317 -0.084
O -1.167 -3.612 -0.761
C -2.126 -2.563 -0.802
H -4.726 -0.904 1.755
H -3.807 -2.136 2.665
H -4.215 -0.569 3.418
H -1.893 -0.788 3.805
H -1.275 0.577 2.851
H 0.386 -1.166 2.765
H -0.378 -0.928 1.183
H -1.845 -2.817 1.876
H -0.335 -4.602 1.566
H 0.997 -3.480 1.814
H 0.790 -3.989 -0.500
H 0.351 -2.292 -0.316
H -1.645 -1.582 -0.827
H -2.813 -2.591 0.046
H -2.709 -2.689 -1.712
C 1.801 2.908 -3.784
O 2.157 1.605 -3.376
C 3.540 1.408 -3.131
C 3.800 1.156 -1.666
N 3.552 2.350 -0.876
C 3.587 2.145 0.566
C 2.539 1.230 1.179
O 1.227 1.739 1.111
C 0.527 1.475 -0.092
H 0.748 2.880 -4.054
H 1.940 3.647 -2.987
H 2.380 3.222 -4.658
H 4.118 2.270 -3.478
H 3.857 0.529 -3.701
H 4.848 0.864 -1.539
H 3.178 0.300 -1.365
H 2.647 2.730 -1.130
H 3.485 3.123 1.042
H 4.578 1.762 0.832
H 2.770 1.133 2.244
H 2.574 0.220 0.749
H 0.842 0.524 -0.534
H 0.658 2.271 -0.832
H -0.533 1.412 0.151
```

- Kohn-Sham gap (eV) = 5.165
- max |F| (eV/A) = 0.4
- total charge = -1



Entry 4:
ORCA calculation (ωB97M-V/def2-TZVPD) on a 5-piece molecular cluster, C12H31N4O4PS overall.

Geometry as XYZ:
```
53
Properties=species:S:1:pos:R:3
P 3.645 -0.969 -1.267
S 3.490 0.975 -2.136
H 2.516 -0.843 -0.417
H 2.882 -1.622 -2.265
H 2.233 0.861 -2.626
C -1.574 1.260 -0.188
C -0.139 0.892 -0.442
O 0.185 -0.192 -0.925
N 0.810 1.804 -0.121
C 0.618 3.113 0.454
H -2.210 0.437 -0.510
H -1.762 1.462 0.869
H -1.856 2.168 -0.724
H 1.753 1.530 -0.362
H 0.984 3.895 -0.214
H 1.147 3.206 1.405
H -0.442 3.294 0.631
C 1.009 -4.879 2.364
C 1.577 -3.658 1.673
O 2.621 -3.141 2.050
N 0.887 -3.153 0.621
C -0.350 -3.617 0.045
H 1.687 -5.141 3.174
H 0.015 -4.682 2.769
H 0.924 -5.721 1.674
H 1.328 -2.361 0.177
H -0.209 -3.905 -0.999
H -1.116 -2.841 0.082
H -0.713 -4.485 0.594
C -3.503 3.991 4.393
C -2.619 3.307 3.376
O -3.025 3.046 2.252
N -1.352 2.984 3.753
C -0.717 3.210 5.029
H -4.467 4.168 3.920
H -3.642 3.371 5.280
H -3.077 4.943 4.716
H -0.812 2.521 3.037
H 0.164 3.847 4.927
H -0.416 2.271 5.495
H -1.410 3.709 5.703
C 0.841 -2.335 -5.723
C 0.825 -2.091 -4.233
O 1.254 -2.935 -3.455
N 0.319 -0.907 -3.795
C -0.236 0.154 -4.596
H 1.271 -3.320 -5.888
H -0.166 -2.302 -6.143
H 1.442 -1.585 -6.242
H 0.345 -0.763 -2.792
H 0.327 1.084 -4.480
H -1.277 0.352 -4.332
H -0.207 -0.114 -5.651
```

- Kohn-Sham gap (eV) = 9.361
- max |F| (eV/A) = 0.4



The evaluated E for the records listed, in turn: -926.43704 -926.53019 -1799.29137 -1735.41279 a.u..